[1]
{
  "formula": "C25H26AgBN8S3",
  "method": "wB97M-V/def2-TZVPD",
  "de_lowest_kcal_mol": 19.0,
  "gap_ev": 7.146,
  "lumo_energy_ev": -0.477,
  "e_tot_ha": -2772.684842,
  "homo_energy_ev": -7.62,
  "max_force_ev_per_a": 0.4,
  "species": ["Ag", "S", "C", "C", "C", "C", "C", "C", "N", "C", "C", "C", "C", "C", "C", "C", "C", "N", "C", "C", "C", "C", "C", "S", "C", "H", "H", "H", "H", "H", "H", "H", "H", "H", "H", "H", "H", "N", "N", "C", "N", "S", "H", "H", "H", "H", "H", "B", "C", "N", "H", "H", "H", "C", "N", "C", "C", "N", "H", "H", "H", "H", "H", "H"],
  "xyz": [[0.346, 0.157, -0.113], [-4.807, 3.598, 4.136], [-4.075, 4.200, 5.558], [-2.758, 3.872, 5.620], [-2.331, 3.123, 4.490], [-3.331, 2.891, 3.589], [-3.255, 2.157, 2.317], [-2.004, 1.716, 1.832], [-1.849, 1.052, 0.716], [-2.924, 0.762, -0.036], [-4.213, 1.152, 0.342], [-5.333, 0.809, -0.492], [-5.158, 0.111, -1.632], [-3.846, -0.305, -2.050], [-3.629, -1.043, -3.221], [-2.358, -1.422, -3.582], [-1.310, -1.027, -2.723], [-1.484, -0.340, -1.622], [-2.732, 0.020, -1.267], [-2.070, -2.202, -4.797], [-0.884, -2.744, -5.199], [-0.970, -3.440, -6.437], [-2.225, -3.415, -6.957], [-3.303, -2.551, -5.953], [-4.354, 1.861, 1.546], [-4.662, 4.761, 6.269], [-2.108, 4.151, 6.438], [-1.316, 2.767, 4.368], [-1.092, 1.915, 2.388], [-6.324, 1.119, -0.182], [-6.006, -0.151, -2.255], [-4.480, -1.315, -3.836], [-0.282, -1.286, -2.956], [0.031, -2.664, -4.628], [-0.136, -3.936, -6.912], [-2.580, -3.857, -7.876], [-5.346, 2.164, 1.863], [2.288, -1.526, -0.942], [2.314, -2.835, -0.472], [1.329, -3.321, 0.332], [1.590, -4.575, 0.781], [-0.102, -2.557, 0.693], [2.494, -1.496, -1.931], [2.929, -0.936, -0.424], [3.195, -3.325, -0.483], [2.513, -4.972, 0.739], [0.946, -4.948, 1.455], [2.870, 1.710, 3.786], [2.175, 1.267, 2.434], [1.665, 0.943, 1.450], [2.411, 1.033, 4.686], [2.622, 2.892, 3.952], [4.066, 1.524, 3.658], [2.096, 4.785, -1.548], [1.204, 3.932, -2.329], [0.104, 4.557, -3.047], [1.242, 2.621, -2.169], [1.251, 1.474, -2.013], [2.656, 5.448, -2.210], [2.793, 4.168, -0.988], [1.522, 5.390, -0.844], [0.491, 5.223, -3.819], [-0.519, 5.136, -2.362], [-0.507, 3.791, -3.517]],
  "nbo_charge": [0.828, 0.434, -0.408, -0.248, -0.215, -0.266, -0.005, 0.077, -0.433, 0.114, -0.011, -0.186, -0.186, -0.109, -0.126, -0.098, 0.099, -0.451, 0.234, -0.220, -0.229, -0.253, -0.410, 0.444, -0.189, 0.240, 0.233, 0.240, 0.215, 0.215, 0.217, 0.216, 0.197, 0.221, 0.227, 0.242, 0.216, -0.646, -0.451, 0.281, -0.797, -0.247, 0.367, 0.382, 0.362, 0.382, 0.419, -0.584, 0.345, -0.690, -0.001, -0.008, -0.002, -0.394, -0.465, -0.391, 0.487, -0.478, 0.198, 0.235, 0.201, 0.201, 0.198, 0.223]
}

=====

[2]
{
  "formula": "C8H14O",
  "method": "wB97M-V/def2-TZVPD",
  "de_lowest_kcal_mol": 99.2,
  "gap_ev": [7.146, 7.227],
  "lumo_energy_ev": [0.746, 0.835],
  "e_tot_ha": -388.283896,
  "homo_energy_ev": [-6.40, -6.39],
  "max_force_ev_per_a": 4.9,
  "species": ["C", "C", "C", "C", "C", "C", "C", "C", "O", "H", "H", "H", "H", "H", "H", "H", "H", "H", "H", "H", "H", "H", "H"],
  "xyz": [[0.476, 0.170, 1.679], [1.256, -0.830, 0.998], [-0.783, 0.624, 1.365], [1.282, -0.711, -1.371], [-1.724, -0.087, 0.399], [-1.323, 1.719, 2.148], [1.206, -1.610, -2.536], [0.791, 0.648, -1.495], [1.465, -1.284, -0.225], [0.862, 0.469, 2.619], [1.716, -1.490, 1.820], [-2.378, 0.576, 0.038], [-2.370, -0.767, 1.022], [-1.226, -0.778, -0.349], [-0.600, 2.284, 2.847], [-2.138, 1.310, 2.758], [-1.782, 2.380, 1.417], [0.832, -1.086, -3.340], [0.489, -2.507, -2.301], [2.147, -2.124, -2.737], [1.473, 1.352, -1.079], [-0.298, 0.814, -1.104], [0.626, 0.928, -2.574]],
  "nbo_charge": [-0.304, 0.047, 0.013, 0.286, -0.651, -0.641, -0.648, -0.696, -0.380, 0.208, 0.166, 0.206, 0.215, 0.223, 0.221, 0.207, 0.213, 0.216, 0.202, 0.221, 0.227, 0.229, 0.221]
}

=====

[3]
{
  "formula": "C32H64O44S8",
  "method": "wB97M-V/def2-TZVPD",
  "de_lowest_kcal_mol": 185.6,
  "gap_ev": 10.310,
  "smiles": "O=S1(=O)OCCO1.O=S1(=O)OCCO1.O=S1(=O)OCCO1.O=S1(=O)OCCO1.O=S1(=O)OCCO1.O=S1(=O)OCCO1.O=S1(=O)OCCO1.O=S1(=O)OCCO1.CCOC(=O)OC.CCOC(=O)OC.CCOC(=O)OC.CCOC(=O)OC",
  "lumo_energy_ev": -0.131,
  "e_tot_ha": -7753.344330,
  "homo_energy_ev": -10.44,
  "max_force_ev_per_a": 5.6,
  "species": ["C", "C", "O", "C", "O", "O", "C", "H", "H", "H", "H", "H", "H", "H", "H", "C", "C", "O", "C", "O", "O", "C", "H", "H", "H", "H", "H", "H", "H", "H", "C", "C", "O", "C", "O", "O", "C", "H", "H", "H", "H", "H", "H", "H", "H", "C", "C", "O", "C", "O", "O", "C", "H", "H", "H", "H", "H", "H", "H", "H", "C", "C", "O", "S", "O", "O", "O", "H", "H", "H", "H", "C", "C", "O", "S", "O", "O", "O", "H", "H", "H", "H", "C", "C", "O", "S", "O", "O", "O", "H", "H", "H", "H", "C", "C", "O", "S", "O", "O", "O", "H", "H", "H", "H", "C", "C", "O", "S", "O", "O", "O", "H", "H", "H", "H", "C", "C", "O", "S", "O", "O", "O", "H", "H", "H", "H", "C", "C", "O", "S", "O", "O", "O", "H", "H", "H", "H", "C", "C", "O", "S", "O", "O", "O", "H", "H", "H", "H"],
  "xyz": [[-5.690, -36.093, -23.919], [-6.345, -34.872, -23.330], [-7.199, -34.269, -24.321], [-7.251, -32.912, -24.352], [-6.592, -32.156, -23.643], [-8.312, -32.456, -25.087], [-8.746, -31.125, -24.986], [-4.813, -36.449, -23.380], [-5.051, -35.925, -24.786], [-6.239, -37.002, -24.162], [-5.619, -34.211, -22.855], [-6.931, -35.228, -22.483], [-9.782, -31.208, -25.315], [-8.132, -30.346, -25.437], [-8.936, -30.707, -23.997], [-16.149, -42.524, -17.966], [-14.597, -42.609, -17.720], [-14.090, -41.404, -17.025], [-13.553, -40.452, -17.784], [-13.467, -40.474, -19.057], [-13.157, -39.374, -16.988], [-12.645, -38.233, -17.662], [-16.781, -42.828, -17.133], [-16.317, -43.252, -18.759], [-16.588, -41.573, -18.268], [-14.124, -42.793, -18.685], [-14.306, -43.508, -17.178], [-13.502, -37.820, -18.193], [-11.816, -38.527, -18.305], [-12.362, -37.428, -16.983], [-2.389, -43.186, -24.174], [-3.888, -43.359, -24.071], [-4.667, -42.169, -24.088], [-4.979, -41.477, -22.986], [-4.429, -41.488, -21.873], [-5.763, -40.436, -23.386], [-6.218, -39.508, -22.406], [-2.127, -42.838, -25.173], [-1.848, -44.131, -24.137], [-1.938, -42.569, -23.397], [-4.115, -44.115, -23.319], [-4.186, -43.796, -25.024], [-6.873, -38.738, -22.815], [-5.470, -39.137, -21.706], [-6.898, -40.125, -21.819], [-7.822, -35.786, -15.984], [-6.488, -36.486, -15.596], [-6.477, -36.760, -14.209], [-5.870, -35.932, -13.414], [-5.343, -34.861, -13.703], [-6.235, -36.466, -12.104], [-6.013, -35.594, -11.031], [-7.809, -35.609, -17.060], [-7.798, -34.772, -15.585], [-8.648, -36.417, -15.657], [-5.716, -35.831, -15.999], [-6.338, -37.357, -16.234], [-4.933, -35.495, -10.915], [-6.281, -36.036, -10.071], [-6.417, -34.606, -11.250], [-7.045, -42.622, -19.604], [-5.996, -42.251, -18.546], [-6.741, -42.115, -17.290], [-8.370, -42.199, -17.454], [-9.053, -41.025, -16.863], [-8.907, -43.533, -17.174], [-8.153, -42.020, -19.118], [-7.271, -43.687, -19.542], [-6.950, -42.328, -20.650], [-5.627, -41.260, -18.810], [-5.275, -43.068, -18.576], [-13.886, -34.024, -16.844], [-13.317, -34.022, -18.297], [-11.954, -34.399, -18.161], [-11.358, -33.512, -16.850], [-11.372, -32.145, -17.138], [-10.171, -34.043, -16.189], [-12.743, -33.915, -15.986], [-14.357, -34.947, -16.506], [-14.490, -33.165, -16.553], [-13.481, -33.150, -18.929], [-13.899, -34.833, -18.735], [-13.373, -32.479, -23.660], [-13.736, -32.722, -22.264], [-12.592, -33.144, -21.496], [-11.273, -33.259, -22.455], [-11.155, -34.651, -22.806], [-10.132, -32.509, -21.911], [-11.965, -32.399, -23.703], [-13.889, -31.689, -24.206], [-13.625, -33.392, -24.199], [-14.517, -33.479, -22.329], [-14.197, -31.793, -21.929], [-12.958, -39.358, -22.421], [-11.624, -38.672, -21.996], [-11.732, -37.307, -22.467], [-13.328, -36.794, -22.287], [-13.749, -35.799, -23.298], [-13.612, -36.567, -20.852], [-13.860, -38.261, -22.744], [-13.325, -39.998, -21.618], [-12.726, -39.962, -23.298], [-10.849, -39.284, -22.458], [-11.463, -38.694, -20.918], [-6.949, -32.774, -19.934], [-6.682, -32.781, -18.438], [-5.480, -33.515, -18.221], [-4.859, -34.248, -19.588], [-4.799, -35.720, -19.397], [-3.631, -33.496, -19.958], [-6.201, -33.858, -20.506], [-6.640, -31.805, -20.327], [-7.916, -33.077, -20.336], [-7.510, -33.256, -17.912], [-6.674, -31.738, -18.120], [-10.524, -37.392, -25.430], [-9.146, -37.056, -24.912], [-8.500, -38.237, -24.669], [-9.401, -39.578, -25.084], [-9.376, -40.745, -24.183], [-9.131, -39.876, -26.424], [-10.808, -38.675, -24.972], [-10.556, -37.409, -26.519], [-11.290, -36.656, -25.187], [-9.152, -36.427, -24.022], [-8.418, -36.693, -25.638], [-9.646, -36.357, -19.357], [-8.845, -36.271, -20.644], [-8.085, -37.465, -20.765], [-8.266, -38.564, -19.538], [-6.959, -38.863, -18.904], [-9.119, -39.665, -20.065], [-9.039, -37.412, -18.602], [-10.719, -36.498, -19.482], [-9.473, -35.422, -18.824], [-8.191, -35.405, -20.538], [-9.540, -36.266, -21.483], [-11.040, -41.965, -20.759], [-11.067, -43.236, -19.986], [-12.027, -44.092, -20.476], [-13.010, -43.459, -21.651], [-14.349, -43.248, -21.084], [-12.898, -44.428, -22.782], [-11.993, -42.083, -21.807], [-10.121, -42.026, -21.343], [-11.094, -41.043, -20.179], [-11.194, -42.935, -18.946], [-10.113, -43.760, -20.035]],
  "mulliken_charge": [-1.315, 0.771, -0.194, 0.677, -0.609, -0.288, -0.710, 0.526, 0.457, -0.082, 0.585, -0.684, 0.272, 0.349, 0.275, -1.189, 0.603, -0.409, 0.619, -0.530, -0.408, -0.066, 0.377, 0.329, 0.297, -0.482, 0.390, 0.213, -0.013, 0.227, -1.107, -0.146, -0.314, 0.644, -0.597, -0.340, -0.192, 0.289, 0.380, 0.317, 0.336, 0.239, -0.125, 0.566, -0.046, -0.254, -0.637, -0.286, 0.670, -0.561, -0.315, -0.663, -0.373, 0.498, 0.354, 0.383, 0.371, 0.297, 0.255, 0.274, -0.504, -0.152, -0.349, 1.269, -0.474, -0.603, -0.146, 0.280, 0.238, 0.182, 0.405, -0.383, -0.135, 0.041, 1.060, -0.557, -0.422, -0.450, 0.286, 0.249, 0.226, 0.133, -0.456, -0.383, -0.012, 0.616, -0.204, -0.621, -0.247, 0.395, 0.142, 0.288, 0.409, -0.270, 0.328, 0.276, 1.313, -0.630, -0.644, -0.432, 0.207, 0.303, -0.213, -0.330, -0.109, 0.119, -0.368, 0.980, -0.426, -0.593, -0.165, 0.393, -0.039, -0.056, 0.375, -0.280, 0.279, -0.215, 1.090, -0.454, -0.630, -0.338, 0.315, 0.164, -0.271, 0.404, 0.737, 1.402, -0.111, 0.633, -0.597, 0.231, -0.488, -0.471, 0.034, -1.030, -0.381, 0.750, -0.088, -0.480, 0.953, -0.521, -0.571, -0.231, 0.214, -0.464, 0.342, 0.030]
}

=====

Question: What is the formula in the first record?
Answer: C25H26AgBN8S3